The following is a quantum chemistry calculation of one molecule with the formula C7H9N, from OMol25.

```
! wB97M-V def2-TZVPD RIJCOSX def2/J DEFGRID3
* xyz 0 1
C 2.1801 -0.4971 0.1121
C 1.0591 0.5442 0.4733
C 0.1691 1.6783 0.0940
C -1.1000 1.3378 -0.1343
C -1.5711 -0.1131 -0.2147
C -0.5786 -1.1523 -0.4196
C 0.8101 -0.5354 -0.5609
H 3.0425 -0.4250 -0.5349
H 2.3571 -1.1024 0.9684
H 0.8600 0.3402 1.5519
H 0.4025 2.7295 0.3025
H -1.7473 2.0979 -0.5206
H -2.5837 -0.1226 -0.5240
H -2.1512 -1.5233 1.0176
H -0.7733 -2.0534 -0.9546
H 0.8980 -0.2088 -1.5371
N -1.2732 -0.9945 0.8809
*
```

## Properties
- total energy (eV) = -8890.4751
- HOMO energy (eV) = -8.703
- largest force on an atom (hartree/bohr) = 0.0781
- frontier orbital gap (eV) = 9.80

Here are the Mulliken charges for atoms 1 to 2, given in e: -0.667, 0.173